Entry 1:
C3H5I | ωB97M-V/def2-TZVPD

Structure (XYZ):
```
9
Properties=species:S:1:pos:R:3:forces:R:3
C -0.3036 -0.4553 0.5606 -1.0 2.4 -1.2
C -0.9283 -0.0917 -0.8270 4.1 -1.1 -0.9
C 0.9250 0.4058 0.6533 0.3 -0.8 -1.3
I 2.7230 -0.4588 -0.2148 -1.1 0.6 0.6
H -1.0378 -0.0196 1.2645 0.3 -0.5 0.0
H -0.1529 -1.4777 0.7664 0.3 -1.1 0.1
H -0.3238 0.0888 -1.8148 -0.7 -0.9 2.2
H -1.7270 0.5368 -0.8210 -2.4 1.7 0.3
H 0.8255 1.4718 0.4329 0.2 -0.3 0.2
```
Forces are in eV/Å.

The energy is -414.8495 Eh. The charge is 0.

These are the Löwdin partial charges, in e, on atoms 1 to 6: -0.418, 0.036, -0.539, 0.662, 0.106, 0.066

Entry 2:
C4H3ClINS | ωB97M-V/def2-TZVPD

Structure (XYZ):
```
11
Properties=species:S:1:pos:R:3:forces:R:3
C -0.0884 0.1196 -0.1900 -0.2 -3.0 3.8
C -0.0760 -1.1054 1.2571 -0.7 3.8 -3.8
C -0.6398 1.1339 0.4297 -0.1 1.6 -0.2
C 0.5608 -0.2111 -1.4655 -2.2 0.1 0.6
N -0.7290 -0.6074 2.2086 0.9 -1.8 1.0
S -1.1980 0.9337 2.0834 -0.3 0.6 -0.7
Cl 0.8638 -2.5037 1.1368 -0.2 -0.3 0.2
I -0.6587 3.1378 -0.2852 -0.2 -0.7 0.1
H -0.1748 -0.6331 -2.1671 0.2 0.1 0.2
H 0.9214 0.7075 -1.8547 1.0 0.5 -0.7
H 1.2187 -0.9717 -1.1532 1.6 -0.7 -0.6
```
Forces are in eV/Å.

The energy is -1364.9741 Eh. The charge is 0.

These are the Löwdin partial charges, in e, on atoms 1 to 6: -0.312, -0.763, -1.048, -0.073, -0.386, 0.870